(1)
An isolated molecule of C4H7NO2. Source: OMol25; level of theory: the ωB97M-V functional and the def2-TZVPD basis.

energy relative to the best compared isomer or geometry (same formula, charge and spin)	305.8	kJ/mol
SMILES string	[H]/N=C(/C)OCC=O
E	-361.764378	a.u.

```
14
C4H7NO2 (the ωB97M-V functional and the def2-TZVPD basis)
H -0.576 -1.085 0.659
N 0.198 -1.224 0.044
C 0.804 -0.150 -0.228
C 2.287 -0.607 -0.112
O 0.225 1.115 -0.146
C -1.135 1.100 0.353
C -2.093 0.268 -0.501
O -2.931 -0.462 -0.032
H 2.947 0.191 0.186
H 2.322 -1.388 0.676
H 2.605 -1.120 -1.021
H -1.201 0.753 1.395
H -1.506 2.135 0.336
H -1.995 0.427 -1.592
```

Löwdin atomic charge list, values in e, 6 entries: H 0.041; N 0.131; C -0.398; C -0.025; O -0.039; C -0.142

***

(2)
A cluster of 2 separate species, C2H10N4O in total. Source: OMol25; level of theory: the ωB97M-V functional and the def2-TZVPD basis.

energy relative to the best compared isomer or geometry (same formula, charge and spin)	93.5	kJ/mol
SMILES string	N=C(N)N.NCO
E	-376.465848	a.u.

```
17
C2H10N4O (the ωB97M-V functional and the def2-TZVPD basis)
N 0.483 0.098 3.325
C 0.361 0.600 2.160
N -0.547 1.561 1.782
N 1.150 0.152 1.093
H -0.278 0.398 3.928
H -1.024 2.064 2.508
H -0.503 2.005 0.883
H 1.702 0.907 0.695
H 1.845 -0.508 1.429
N 0.524 -1.299 -1.601
C -0.517 -1.163 -2.563
O -1.347 -0.036 -2.262
H 1.141 -0.495 -1.631
H 0.155 -1.285 -0.657
H -0.062 -1.045 -3.548
H -1.120 -2.075 -2.555
H -1.963 0.122 -2.986
```

Löwdin atomic charge list, values in e, 6 entries: N 0.090; C -0.638; N 0.119; N 0.086; H 0.030; H 0.090

***

(3)
A structure of composition C33H65O6P3S3SbSe4Ti. Source: OMol25; level of theory: the ωB97M-V functional and the def2-TZVPD basis.

spin multiplicity	3
total charge	-1
expectation value of S²	2.019
E	-14662.256253	a.u.

```
116
C33H65O6P3S3SbSe4Ti (the ωB97M-V functional and the def2-TZVPD basis)
Ti -0.153 0.905 -0.870
C 0.174 1.808 5.265
C -0.481 0.457 4.947
S -0.430 -0.065 3.218
C -1.527 1.158 2.459
C -0.880 2.507 2.134
S 0.677 2.365 1.221
C 1.663 3.626 2.100
C 1.736 3.600 3.637
S 1.819 2.002 4.508
H 0.301 1.900 6.345
H -0.453 2.632 4.931
H -1.526 0.476 5.267
H 0.031 -0.342 5.485
H -2.376 1.314 3.130
H -1.897 0.661 1.558
H -0.650 3.044 3.049
H -1.575 3.111 1.547
H 1.246 4.588 1.793
H 2.657 3.530 1.663
H 0.911 4.159 4.076
H 2.660 4.102 3.927
C -0.113 -2.258 -4.103
C -0.812 -1.300 -5.047
C -1.919 -1.967 -5.834
O -1.475 -0.284 -4.256
P -1.191 1.171 -3.818
O 0.008 1.466 -2.974
C -2.793 1.559 -3.060
P -2.573 2.852 -1.861
O -1.528 2.551 -0.844
O -2.116 4.051 -2.803
C -1.435 5.212 -2.283
C -0.506 5.679 -3.384
C -2.451 6.267 -1.883
O -3.886 3.397 -1.225
C -5.039 2.700 -0.620
C -4.650 1.394 0.070
C -6.100 2.532 -1.683
O -1.017 2.036 -5.142
C -1.998 1.937 -6.204
C -1.289 1.500 -7.469
C -2.674 3.286 -6.346
H 0.551 -2.920 -4.664
H -0.849 -2.842 -3.552
H 0.484 -1.708 -3.372
H -0.088 -0.808 -5.702
H -2.681 -2.327 -5.141
H -1.515 -2.808 -6.401
H -2.394 -1.271 -6.527
H -3.058 0.638 -2.520
H -3.576 1.773 -3.785
H -0.852 4.907 -1.410
H -1.093 6.001 -4.248
H 0.142 4.861 -3.699
H 0.108 6.511 -3.040
H -3.029 6.574 -2.756
H -1.939 7.139 -1.474
H -3.142 5.874 -1.139
H -5.374 3.430 0.117
H -5.368 0.603 -0.146
H -4.603 1.510 1.154
H -3.671 1.027 -0.248
H -5.852 1.710 -2.360
H -6.249 3.465 -2.231
H -7.036 2.254 -1.195
H -2.744 1.182 -5.932
H -0.511 2.219 -7.733
H -2.005 1.437 -8.290
H -0.833 0.520 -7.340
H -1.941 4.049 -6.614
H -3.153 3.578 -5.411
H -3.437 3.234 -7.124
Se -5.054 -2.281 0.604
Sb -3.839 -2.289 -1.548
Se -1.390 -1.140 -0.918
Se 1.132 -1.007 -0.420
Se -5.278 -0.922 -3.127
C 6.178 0.162 0.984
C 4.712 0.516 0.733
C 4.599 1.835 -0.037
C 4.036 0.692 2.100
P 3.623 -0.766 -0.137
C 4.004 -2.243 0.888
C 4.982 -3.202 0.624
C 5.178 -4.276 1.481
C 4.393 -4.418 2.616
C 3.405 -3.482 2.883
C 3.212 -2.409 2.026
C 4.329 -1.111 -1.849
C 3.800 -2.489 -2.318
C 3.749 -0.053 -2.804
C 5.856 -1.040 -1.987
H 6.565 0.851 1.742
H 6.801 0.271 0.099
H 6.289 -0.851 1.375
H 4.975 2.657 0.581
H 3.559 2.063 -0.292
H 5.178 1.821 -0.960
H 4.382 1.623 2.563
H 4.282 -0.126 2.778
H 2.946 0.745 2.030
H 5.594 -3.136 -0.264
H 5.942 -5.007 1.250
H 4.534 -5.268 3.272
H 2.774 -3.584 3.756
H 2.406 -1.713 2.233
H 2.889 -2.370 -2.902
H 3.565 -3.175 -1.507
H 4.542 -2.976 -2.958
H 2.657 -0.050 -2.791
H 4.056 -0.294 -3.827
H 4.094 0.956 -2.578
H 6.399 -1.638 -1.258
H 6.209 -0.012 -1.909
H 6.129 -1.399 -2.983
```

Löwdin atomic charge list, values in e, 6 entries: Ti 0.013; C -0.529; C -0.548; S 0.831; C -0.515; C -0.489

***

Q: Which of these has the lowest E?
A: C33H65O6P3S3SbSe4Ti

***

Q: The lowest E belongs to which entry?
A: C33H65O6P3S3SbSe4Ti

***

Q: Look up the E of the second one.
A: -376.465848 a.u.